55
Properties=species:S:1:pos:R:3:forces:R:3:lowdin_spin:R:1 method="wB97M-V/def2-TZVPD" e_lumo_ev="-2.065 / -5.665" fmax_ev_per_a=0.668 multiplicity=5 homo_lumo_gap_ha="0.332 / 0.231" total_charge=+1 homo_energy_ev="-11.1022 / -11.9480"
Pd -0.9001 -0.3314 0.2768 -0.44 -0.02 0.18 1.3609
O -0.3163 -1.6008 3.4238 -0.07 0.20 0.02 0.0587
C -1.3299 -1.3797 2.7945 -0.06 -0.01 -0.08 0.0183
O -1.6690 -0.2435 2.2368 0.09 -0.12 -0.10 0.1613
C -2.3096 -2.5227 2.6177 0.08 0.01 -0.25 0.0915
C -2.5846 -3.3302 3.6984 -0.12 -0.10 0.11 -0.0055
C -3.4490 -4.4174 3.5748 -0.03 0.02 -0.02 0.1456
C -4.0347 -4.7346 2.3435 0.03 -0.03 0.09 -0.0018
C -3.7660 -3.9580 1.2466 0.09 0.12 0.01 0.1032
C -2.9010 -2.8331 1.3620 -0.19 0.00 -0.06 0.1157
S -2.6676 -1.9384 -0.0652 0.18 -0.04 0.02 0.6915
H -2.1237 -3.0969 4.6498 0.02 -0.05 -0.05 -0.0020
H -3.6681 -5.0257 4.4446 0.03 0.03 -0.06 0.0075
H -4.6902 -5.5901 2.2508 0.01 0.02 0.04 -0.0023
H -4.1970 -4.1904 0.2795 0.03 0.03 0.06 0.0047
C 0.6059 4.5345 0.5631 0.02 -0.12 -0.04 -0.0078
C 1.4245 3.4239 -0.0469 0.05 0.15 0.05 -0.0006
C 2.6423 3.6913 -0.6860 -0.05 0.08 0.03 0.1924
C 3.4288 2.6695 -1.2243 0.12 0.02 -0.03 0.0015
C 4.7618 2.9759 -1.8620 -0.08 -0.04 0.02 -0.0073
C 2.9897 1.3652 -1.1527 -0.23 -0.06 0.09 0.1413
C 1.7269 1.0322 -0.5662 0.14 -0.15 0.07 0.0506
C 0.9931 2.1240 0.0097 0.18 -0.27 -0.15 0.1457
N 1.1529 -0.1862 -0.4971 -0.01 0.42 -0.40 0.4745
C 1.6839 -1.5359 -0.8240 0.04 0.02 -0.10 0.0349
C 0.8279 -2.0973 -1.9674 0.16 0.13 -0.04 0.0240
C 1.4605 -2.3684 0.4480 0.13 0.06 -0.03 0.0350
C 3.1504 -1.6737 -1.2327 0.01 0.17 0.17 0.0024
H 1.1844 5.4536 0.6435 -0.02 -0.02 0.01 -0.0002
H 0.2556 4.2574 1.5584 0.02 0.02 -0.03 -0.0018
H -0.2746 4.7395 -0.0504 0.03 0.01 0.00 -0.0030
H 2.9907 4.7178 -0.7440 0.00 -0.07 -0.01 0.0100
H 4.9597 4.0466 -1.8793 -0.01 -0.03 0.01 0.0000
H 4.7977 2.6054 -2.8875 -0.01 0.02 0.02 -0.0023
H 5.5679 2.4895 -1.3104 0.00 0.03 0.00 -0.0026
H 3.6200 0.6040 -1.5632 0.06 -0.14 -0.10 0.0066
H 0.0861 1.9071 0.5511 -0.27 -0.06 0.08 0.0093
H -0.2291 -2.0709 -1.7202 -0.18 -0.02 0.02 0.0074
H 1.1076 -3.1348 -2.1593 -0.01 0.05 0.01 0.0024
H 0.9822 -1.5179 -2.8801 -0.01 -0.05 0.01 0.0001
H 0.3975 -2.4978 0.6593 -0.14 -0.03 0.06 0.0084
H 1.9256 -1.8981 1.3135 0.01 -0.01 0.03 0.0002
H 1.8899 -3.3636 0.3195 -0.07 0.03 0.00 0.0044
H 3.3516 -1.2103 -2.1969 0.03 -0.03 -0.01 0.0000
H 3.3658 -2.7374 -1.3342 0.00 0.02 0.00 0.0006
H 3.8236 -1.2719 -0.4735 0.01 0.00 -0.06 0.0006
N -3.7500 2.5799 -1.0670 0.12 0.00 -0.13 0.0026
C -2.7859 3.0053 -1.9561 -0.07 -0.01 0.13 0.0047
C -1.7848 2.0927 -1.8715 0.07 -0.21 -0.05 0.0079
N -2.1383 1.1183 -0.9580 0.53 -0.16 0.38 0.0934
C -3.3216 1.4456 -0.4866 -0.09 0.13 -0.13 0.0106
H -4.6289 3.0324 -0.8932 -0.11 0.03 0.04 0.0006
H -2.8945 3.9026 -2.5427 -0.02 -0.11 0.02 0.0007
H -0.8551 2.0486 -2.4171 -0.07 0.03 0.10 0.0006
H -3.8850 0.8943 0.2499 0.07 0.06 0.02 0.0051